Formula: C28H52Al3BBrCl2F10LiN5O14PS2
Source: the OMol25 dataset
Level of theory: the ωB97M-V functional and the def2-TZVPD basis

Each line ends with the Löwdin charge.
Cartesian coordinates (Å):
Br  0.701  1.597  5.422  0.65
Cl  3.211  -10.306  -3.793  0.60
Cl  5.105  -9.218  -6.393  0.51
S  -1.900  7.933  8.801  0.55
S  -0.443  5.665  8.289  0.59
P  -1.410  -2.621  -1.176  0.97
Al  0.311  9.230  9.864  1.02
Al  -0.683  8.404  -3.463  0.79
Al  6.393  -8.797  0.191  -0.20
F  -2.102  3.702  7.687  0.10
F  5.183  -9.552  -0.722  -0.20
F  -4.317  7.236  8.678  0.09
F  5.688  -8.033  1.528  -0.20
F  7.172  -7.640  -0.764  -0.20
F  7.508  -9.944  0.709  -0.19
F  -3.615  8.215  6.857  0.17
F  -1.178  4.633  5.973  0.14
F  -4.078  9.409  8.572  0.23
F  0.000  3.339  7.257  0.03
O  -1.021  8.992  8.280  -0.42
O  0.044  -0.368  -0.802  -0.15
O  1.790  2.624  -1.801  0.13
O  -5.103  4.357  -7.793  0.31
O  -1.070  0.344  1.296  -0.02
O  -2.913  2.850  0.007  0.15
O  -0.672  -2.943  0.265  -0.31
O  -0.307  5.154  9.607  -0.21
O  0.701  6.242  7.669  -0.23
O  -6.406  4.217  -6.029  0.29
O  -5.940  6.083  -7.092  0.31
O  3.726  -6.634  -1.413  -0.11
O  2.074  -4.602  0.198  0.04
O  -1.978  7.934  10.231  -0.29
N  -1.808  6.535  8.086  -0.38
N  -1.274  4.045  -1.119  -0.16
N  -1.419  6.693  -4.399  0.02
N  1.798  -3.859  -1.894  0.08
N  -3.974  0.792  2.344  0.02
C  -1.984  5.330  -1.098  -0.08
C  -1.366  0.260  2.636  -0.34
C  -0.997  -0.825  -1.639  -0.44
C  -1.500  3.413  -2.440  -0.06
C  4.303  -11.289  -4.795  -0.65
C  -0.662  -0.734  -3.141  -0.17
C  -0.139  -0.094  3.434  -0.07
C  2.859  0.881  -0.283  0.03
C  -3.585  8.269  8.184  -0.68
C  -0.733  2.798  0.991  -0.01
C  0.131  1.044  -0.655  -0.16
C  2.900  -7.470  -2.207  -0.18
C  2.360  -3.099  -3.025  -0.17
C  0.869  -0.850  3.055  0.21
C  3.634  -2.968  -0.402  0.03
C  -5.859  4.845  -6.919  -0.90
C  -0.949  4.249  7.227  -0.69
C  5.516  -10.506  -5.222  -0.65
C  -2.262  -0.981  2.855  -0.06
C  -3.198  -2.525  -0.798  -0.26
C  0.326  -1.818  -3.587  -0.23
C  -1.769  3.186  -0.042  -0.41
C  -3.756  -0.616  2.692  -0.22
C  -1.974  6.454  -5.380  -0.14
C  -0.218  1.369  0.834  -0.23
C  1.715  -1.707  -2.970  -0.17
C  2.472  -3.865  -0.689  -0.53
C  -2.679  6.137  -6.595  0.01
B  1.621  1.540  -0.950  -0.45
Li  -3.517  5.477  7.803  0.81
H  3.711  0.823  -0.950  0.09
H  -3.473  6.866  -6.760  0.11
H  3.497  -7.822  -3.039  0.03
H  0.111  -3.476  0.047  0.01
H  -4.294  -0.891  3.593  0.12
H  -0.021  0.441  4.642  -0.19
H  -2.247  2.620  -2.417  0.10
H  4.053  -3.288  0.543  0.10
H  0.751  1.321  1.352  0.14
H  -1.544  5.962  -1.875  0.02
H  0.687  -1.802  2.551  0.15
H  -4.153  -1.261  1.913  0.10
H  1.629  -4.818  -2.175  0.13
H  0.125  3.454  0.856  0.13
H  -3.734  -3.009  -1.608  0.03
H  -1.859  1.130  3.078  0.14
H  3.742  -11.659  -5.650  0.06
H  2.321  -1.009  -3.549  0.12
H  6.226  -11.167  -5.714  0.07
H  -3.113  5.141  -6.517  0.10
H  -1.920  -0.257  -1.454  0.10
H  -1.794  4.152  -3.177  0.06
H  -3.769  0.914  1.356  0.06
H  -3.564  -1.498  -0.741  0.02
H  -0.119  -2.787  -3.394  0.06
H  -0.570  2.975  -2.794  0.07
H  -0.232  0.251  -3.359  0.11
H  -1.124  3.022  1.983  0.13
H  -1.988  6.161  -7.438  0.13
H  -2.046  -1.506  3.782  0.13
H  2.026  -3.584  -3.940  0.13
H  1.462  3.430  -1.384  0.10
H  3.106  1.453  0.616  0.08
H  6.006  -10.041  -4.370  0.08
H  3.377  -1.920  -0.393  0.05
H  3.444  -3.074  -3.097  0.12
H  -3.033  5.197  -1.371  0.10
H  4.614  -12.138  -4.189  0.08
H  -1.969  -1.669  2.063  0.11
H  -1.595  -0.763  -3.704  0.12
H  0.440  -1.768  -4.671  0.12
H  -3.434  -3.042  0.128  0.04
H  1.686  -1.458  -1.919  0.08
H  2.026  -6.920  -2.598  0.06
H  -4.970  0.964  2.415  0.08
H  4.414  -3.106  -1.150  0.10
H  1.890  -0.526  3.220  0.13
H  3.210  -6.321  -0.667  0.04
H  -1.878  5.851  -0.151  0.09
H  2.552  -8.328  -1.628  0.08
H  -0.577  1.495  -1.343  0.10
H  2.584  -0.112  0.060  0.04

Charge = +2
Largest force on an atom = 0.04718 Eh/bohr
Electronic energy = -8815.04590 Eh
ΔE to the lowest compared entry with this formula, charge and spin = 0.0 kcal per mole

Formula: C28H52Br12N4
Source: the OMol25 dataset
Level of theory: the ωB97M-V functional and the def2-TZVPD basis

Each line ends with the Löwdin charge.
Cartesian coordinates (Å):
Br  1.894  -0.964  -3.448  0.61
Br  1.148  -2.920  4.465  0.57
Br  4.904  3.232  6.276  0.53
Br  -5.124  2.952  3.490  0.53
Br  1.851  -6.294  4.129  0.54
Br  2.093  -3.491  -0.906  0.66
Br  3.241  2.436  -3.268  0.67
Br  -1.612  -0.233  3.867  0.71
Br  -6.133  1.583  -3.239  0.59
Br  1.861  1.244  3.177  0.73
Br  -2.958  3.030  -2.589  0.59
Br  -1.602  -4.385  -3.731  0.67
N  -5.459  -2.017  0.117  0.14
N  3.211  4.575  0.850  0.14
N  6.388  3.116  -1.803  0.14
N  -0.603  0.564  -2.009  0.17
C  0.009  3.744  -0.326  -0.22
C  -6.461  -2.786  -3.347  -0.12
C  -0.608  5.167  0.131  -0.08
C  0.903  0.127  0.069  -0.16
C  -4.158  -3.048  -1.938  -0.22
C  -2.825  1.282  4.185  -0.65
C  0.435  -0.942  1.165  -0.32
C  -0.215  -4.310  4.021  -0.63
C  3.316  2.340  5.371  -0.64
C  -5.150  1.428  -1.543  -0.68
C  -4.932  -2.974  -3.296  -0.24
C  1.413  3.878  -1.013  -0.23
C  6.528  1.752  0.438  -0.20
C  2.474  4.241  0.012  -0.21
C  4.560  0.153  0.200  -0.09
C  3.539  2.081  3.835  -0.61
C  0.854  -4.673  -1.850  -0.61
C  -3.656  1.375  -1.710  -0.66
C  6.114  0.296  0.258  -0.24
C  0.488  -5.277  3.035  -0.62
C  1.550  2.031  -4.185  -0.59
C  0.146  -3.869  -2.985  -0.71
C  -4.907  -2.479  -0.789  -0.24
C  -3.798  1.466  3.004  -0.61
C  6.448  2.461  -0.806  -0.22
C  -0.718  -1.867  0.975  -0.15
C  1.653  0.572  -4.765  -0.57
C  0.078  0.410  -1.113  -0.27
H  -3.228  1.864  2.164  0.04
H  1.061  -4.705  2.306  0.02
H  -4.728  -3.792  -3.986  0.09
H  4.419  -0.928  0.226  0.07
H  -4.376  0.638  2.593  0.05
H  -1.095  5.046  1.099  0.06
H  -6.937  -1.974  -2.797  0.06
H  -0.273  -2.765  0.545  0.03
H  -6.677  -2.696  -4.411  0.07
H  6.062  2.168  1.331  0.12
H  6.542  -0.309  -0.541  0.11
H  -4.004  -4.049  -1.533  0.10
H  -3.133  -2.679  -1.898  0.07
H  -5.365  2.306  -0.934  0.05
H  1.431  4.586  -1.842  0.11
H  1.191  -1.609  1.579  0.07
H  -1.405  -1.505  0.209  0.06
H  1.862  -0.093  -0.400  0.07
H  -1.052  -3.753  3.601  0.03
H  1.147  1.074  0.549  0.04
H  -1.228  5.677  -0.606  0.06
H  -3.473  1.123  5.047  0.05
H  6.483  -0.169  1.172  0.10
H  0.181  -0.306  2.013  -0.07
H  0.804  -3.674  -3.832  0.02
H  -3.346  0.544  -2.344  0.03
H  0.105  5.962  0.346  0.06
H  1.786  2.897  -1.306  -0.01
H  -4.558  -2.035  -3.705  0.10
H  3.840  2.986  3.307  0.04
H  0.679  0.345  -5.198  0.05
H  0.132  -4.978  -1.093  0.04
H  -0.030  -2.909  -2.499  -0.02
H  -2.251  2.195  4.343  0.06
H  2.976  1.459  5.915  0.05
H  -0.680  3.187  -0.961  0.01
H  0.236  3.182  0.579  0.08
H  0.762  2.300  -3.482  0.03
H  1.375  -5.560  -2.211  0.06
H  7.603  1.801  0.616  0.12
H  2.502  3.038  5.566  0.04
H  -0.234  -5.996  2.646  0.06
H  -1.363  -2.035  1.837  0.02
H  -7.118  -3.572  -2.974  0.07
H  2.359  0.355  -5.567  0.05
H  4.124  0.530  1.125  0.04
H  4.173  0.686  -0.669  0.05
H  1.430  2.679  -5.053  0.06
H  -0.702  -4.721  4.905  0.06
H  -3.071  1.231  -0.801  0.04
H  -5.493  0.535  -1.022  0.04
H  4.377  1.413  3.637  0.04

Largest force on an atom = 0.11929 Eh/bohr
Electronic energy = -32205.14690 Eh
ΔE to the lowest compared entry with this formula, charge and spin = 33.6 kcal per mole

Formula: C28H52IN11O22
Source: the OMol25 dataset
Level of theory: the ωB97M-V functional and the def2-TZVPD basis

Each line ends with the Löwdin charge.
Cartesian coordinates (Å):
I  -2.213  -1.267  -6.610  0.82
O  -2.203  2.241  -8.337  0.05
O  -7.014  -1.460  -2.294  0.06
O  2.417  -2.511  -0.465  0.07
O  4.020  -10.747  1.085  0.07
O  4.243  -6.205  3.651  0.04
O  2.260  5.549  7.741  0.04
O  0.369  4.597  -1.418  0.04
O  4.445  -4.116  4.147  0.07
O  0.495  6.719  -1.051  0.08
O  0.038  -2.632  3.799  0.07
O  2.199  4.932  4.604  0.06
O  3.379  -8.774  0.495  0.05
O  -4.664  -1.149  0.523  0.06
O  -1.022  -6.081  -8.267  0.06
O  -0.083  2.581  -8.108  0.05
O  1.387  -2.264  5.438  0.06
O  0.881  4.117  8.574  0.08
O  0.001  -4.215  -7.912  0.04
O  -2.546  -0.910  0.855  0.07
O  0.043  1.420  -3.047  0.09
O  -8.016  -3.321  -2.722  0.07
O  0.268  4.217  5.241  0.04
N  4.012  -5.023  3.472  -0.44
N  1.100  5.090  5.093  -0.44
N  -3.518  -1.022  0.142  -0.45
N  -7.622  -2.459  -1.967  -0.45
N  0.091  5.756  -1.663  -0.42
N  -1.082  2.397  -8.771  -0.45
N  3.790  -9.577  1.307  -0.45
N  1.996  4.514  8.323  -0.43
N  3.068  -0.566  3.189  0.02
N  0.287  -2.254  4.925  -0.44
N  -0.603  -5.200  -7.547  -0.46
C  0.638  1.931  -0.415  0.03
C  3.127  -4.656  2.333  0.06
C  -0.858  -5.348  -6.088  0.04
C  -0.959  -0.367  -5.069  -0.73
C  -0.513  3.527  2.223  -0.17
C  0.835  0.695  -0.960  -0.07
C  1.509  -0.302  -0.243  -0.06
C  1.701  -1.618  -0.908  -0.29
C  2.675  -1.083  1.867  -0.21
C  0.935  -1.886  -2.167  0.07
C  -1.666  4.077  1.382  -0.25
C  0.289  -0.961  -2.873  -0.12
C  -0.907  2.365  -10.249  0.05
C  3.146  3.675  8.755  0.05
C  -0.820  6.016  -2.810  0.06
C  1.106  2.222  0.872  -0.17
C  -7.911  -2.650  -0.519  0.04
C  -3.284  -1.001  -1.329  0.06
C  -1.720  5.624  1.440  -0.10
C  0.875  3.592  1.478  -0.11
C  4.028  -9.073  2.687  0.03
C  1.964  -0.017  1.030  -0.12
C  0.732  6.453  5.549  0.03
C  0.343  0.446  -2.371  -0.25
C  0.177  0.403  -5.772  -0.17
C  1.777  1.233  1.566  0.03
C  -0.479  -1.455  -4.101  -0.23
C  -0.838  -1.735  5.747  0.05
H  -1.337  -2.047  -3.761  0.09
H  0.105  2.658  -1.030  0.09
H  4.765  -8.281  2.624  0.08
H  3.524  -1.522  1.339  0.11
H  -0.386  -6.273  -5.767  0.10
H  0.134  0.318  -6.855  0.02
H  -2.418  6.023  0.698  0.07
H  -1.934  -5.389  -5.948  0.10
H  -2.595  3.725  1.854  0.10
H  0.907  -2.925  -2.493  0.13
H  -1.875  2.195  -10.707  0.09
H  -7.501  -1.810  0.031  0.09
H  4.389  -9.892  3.298  0.09
H  2.268  -4.131  2.743  0.08
H  2.817  -1.238  3.907  0.03
H  1.163  0.157  -5.366  0.09
H  2.761  2.794  9.255  0.10
H  1.565  7.119  5.355  0.10
H  -1.094  5.066  -3.256  0.10
H  -1.689  3.689  0.358  0.10
H  2.151  1.477  2.553  0.12
H  0.773  4.266  0.635  0.07
H  -0.220  1.556  -10.479  0.10
H  -2.040  5.897  2.450  0.07
H  -0.497  3.325  -10.549  0.10
H  -7.439  -3.579  -0.214  0.10
H  0.018  1.466  -5.572  0.07
H  -8.989  -2.703  -0.403  0.10
H  1.690  3.880  2.143  0.10
H  -1.592  0.319  -4.506  0.07
H  -1.693  6.532  -2.421  0.10
H  -0.432  -4.494  -5.575  0.07
H  3.698  -4.014  1.669  0.10
H  0.179  -2.135  -4.657  0.11
H  -1.747  -1.787  5.158  0.10
H  -2.622  -1.830  -1.565  0.09
H  3.705  3.406  7.863  0.10
H  3.750  4.274  9.430  0.10
H  2.821  -5.564  1.824  0.10
H  -0.281  6.638  -3.519  0.10
H  3.083  -8.694  3.063  0.10
H  -0.707  6.011  1.283  0.06
H  -0.910  -2.359  6.633  0.10
H  4.081  -0.519  3.198  0.08
H  1.946  -1.892  2.003  0.10
H  -0.603  -0.708  6.009  0.10
H  0.521  6.396  6.608  0.08
H  -4.238  -1.110  -1.835  0.08
H  -0.149  6.762  4.989  0.10
H  -2.822  -0.048  -1.573  0.10
H  -0.383  4.041  3.181  0.07
H  -0.727  2.469  2.414  0.11

Largest force on an atom = 0.03438 Eh/bohr
Electronic energy = -3652.43892 Eh

Formula: C28H52N2O2Si2V
Source: the OMol25 dataset
Level of theory: the ωB97M-V functional and the def2-TZVPD basis

Each line ends with the Löwdin charge.
Cartesian coordinates (Å):
V  0.223  -0.696  1.312  0.80
Si  -3.614  0.560  1.159  0.49
Si  2.564  0.793  0.250  0.42
O  0.698  1.148  -4.469  -0.19
O  0.348  -1.518  -2.601  -0.20
N  0.452  -1.010  4.120  0.14
N  0.290  -0.061  3.184  -0.08
C  0.974  -2.448  2.212  -0.15
C  -1.320  -1.296  -4.439  -0.06
C  -4.054  0.842  2.962  -0.16
C  2.071  0.786  -4.432  -0.28
C  1.678  -4.471  4.072  -0.06
C  -0.145  1.329  5.142  -0.01
C  0.701  0.885  0.003  -0.28
C  2.540  0.416  -5.824  -0.06
C  0.485  -2.945  -2.665  -0.26
C  -0.659  2.509  5.678  -0.05
C  -1.024  2.739  -4.003  -0.07
C  1.412  -3.695  1.762  -0.10
C  0.364  2.255  -3.645  -0.28
C  1.773  -4.703  2.688  -0.04
C  3.323  2.466  -0.161  -0.17
C  -0.675  3.523  3.472  -0.07
C  3.275  -0.547  -0.857  -0.16
C  -0.561  -3.730  -1.906  -0.08
C  1.213  -3.248  4.542  0.00
C  -0.118  2.361  2.935  -0.04
C  -0.968  -1.059  -2.990  -0.27
C  -1.937  -0.339  1.224  -0.21
C  -0.950  3.597  4.843  -0.06
C  -3.218  2.189  0.329  -0.16
C  3.138  0.345  1.994  -0.17
C  0.879  -2.226  3.615  -0.31
C  -4.839  -0.459  0.174  -0.17
C  0.051  1.221  3.753  -0.25
H  -0.845  2.561  6.752  0.12
H  -1.218  -2.354  -4.721  0.08
H  -4.824  -1.514  0.483  0.04
H  1.985  -0.444  -6.214  0.08
H  1.483  -3.888  0.689  0.09
H  2.123  -5.675  2.323  0.12
H  -1.625  -0.744  0.227  0.06
H  -1.248  3.642  -3.432  0.08
H  -1.223  0.495  1.595  0.03
H  1.962  -5.250  4.777  0.11
H  4.420  2.421  -0.221  0.04
H  3.058  -1.551  -0.468  0.03
H  3.018  -0.719  2.251  0.02
H  0.202  2.334  1.894  0.07
H  -0.733  -3.338  -0.900  0.06
H  0.194  1.856  0.058  0.02
H  2.949  2.830  -1.127  0.03
H  3.063  3.212  0.603  0.04
H  -1.514  -3.751  -2.444  0.08
H  -1.786  1.987  -3.775  0.06
H  -1.722  -1.524  -2.335  0.10
H  -4.602  -0.433  -0.900  0.04
H  -2.017  -1.174  1.946  0.08
H  -4.184  -0.116  3.482  0.04
H  -2.608  2.825  0.983  0.03
H  3.601  0.162  -5.800  0.08
H  0.062  0.453  5.756  0.11
H  -1.392  4.507  5.253  0.11
H  1.085  3.078  -3.810  0.12
H  4.369  -0.452  -0.938  0.05
H  -4.985  1.413  3.068  0.04
H  -2.664  2.035  -0.606  0.03
H  2.644  0.938  2.778  0.03
H  0.463  -3.246  -3.723  0.12
H  0.327  0.342  -0.893  0.01
H  0.412  1.950  -2.583  0.09
H  -0.895  4.368  2.818  0.11
H  -4.139  2.733  0.088  0.05
H  1.490  -3.149  -2.267  0.12
H  2.402  1.255  -6.512  0.08
H  2.163  -0.083  -3.767  0.09
H  -0.707  -0.670  -5.094  0.07
H  -3.252  1.392  3.475  0.03
H  4.211  0.562  2.062  0.05
H  -5.868  -0.093  0.294  0.04
H  2.690  1.610  -4.040  0.12
H  -0.964  0.018  -2.779  0.09
H  -0.220  -4.765  -1.819  0.09
H  -1.091  2.984  -5.069  0.09
H  -2.371  -1.014  -4.591  0.09
H  1.094  -3.028  5.608  0.12
H  2.854  -0.502  -1.867  0.01

Expectation value of S² = 2.130
Charge = +1
Largest force on an atom = 0.08598 Eh/bohr
Electronic energy = -2880.76498 Eh
ΔE to the lowest compared entry with this formula, charge and spin = 0.0 kcal per mole
Multiplicity = 3

- Among the records above, which one has the lowest electronic energy?
  C28H52Br12N4

- Among the records above, which one has the highest electronic energy?
  C28H52N2O2Si2V

- Among the records above, which one has the highest electronic energy?
  C28H52N2O2Si2V